A single C4H10N2O2 molecule in a non-equilibrium geometry, computed with ωB97M-V with the def2-TZVPD basis set.

Structure (XYZ):
```
18
Properties=species:S:1:pos:R:3:forces:R:3
C 1.1347 1.4112 0.2839 -0.1 -3.7 3.9
N 0.4183 0.2382 -0.3029 0.3 2.9 -0.4
C -0.2314 0.9030 -1.4924 4.5 0.7 0.4
C -0.6098 -0.3716 0.5493 1.8 -3.3 -1.0
N -0.1612 -0.9393 1.8251 -1.6 1.4 -0.6
C -1.0233 -1.6700 -0.2024 -0.3 -0.7 -1.3
O -2.1001 -2.2094 -0.2022 0.8 0.9 0.2
O -0.0019 -2.1681 -0.9642 -1.4 -1.1 0.4
H 0.3699 2.0950 0.4643 -1.1 1.7 1.2
H 1.6193 1.0047 1.2750 -0.7 1.3 -1.7
H 1.8359 1.9416 -0.2792 1.3 -0.1 -1.5
H -0.4895 1.9960 -1.4155 0.3 -1.0 0.4
H 0.5880 0.7385 -2.2361 -1.2 0.6 -0.1
H -1.0454 0.3727 -1.6975 -3.5 -2.1 -1.5
H -1.5359 0.1260 0.5689 -1.1 1.3 1.0
H 0.7254 -1.3960 1.8918 0.5 0.1 -0.4
H -0.2811 -0.1940 2.4630 0.4 0.3 1.4
H 0.7884 -1.8787 -0.5286 1.1 0.7 -0.2
```
Forces are in eV/Å.

- HOMO level: -9.5093 eV
- SMILES: CN(C)[C@H](N)C(=O)O
- Gap between HOMO and LUMO: 0.374 Eh
- Charge: 0
- Energy above the lowest of the compared OMol25 structures with the same formula, charge and spin: 75.35 kcal/mol
- Total energy: -11383.635 eV
- Max |F|: 5.3 eV/Å

Listed below, in e, are the Mulliken charges computed for each atom: C -1.14; N -0.10; C -1.25; C -0.04; N -0.54; C 0.44; O -0.56; O -0.45; H 0.48; H 0.27; H 0.34; H 0.33; H 0.35; H 0.51; H 0.47; H 0.23; H 0.26; H 0.40